C44H110N8O9 | ωB97M-V/def2-TZVPD

The geometry in ORCA input format:
```
! RIJCOSX wB97M-V def2-TZVPD def2/J DEFGRID3
* xyz 0 1
C -1.9229 -6.1576 -0.6032
C -1.5082 -6.1059 -2.0366
C -2.4160 -5.2412 -2.9136
C -1.9097 -5.0015 -4.2914
C -0.5385 -4.3287 -4.2101
C 0.4588 -5.0967 -3.3776
N -0.1818 -5.4681 -2.0825
O 0.7223 -6.3222 -1.3491
C 0.9463 -6.3523 -4.2503
C 1.7074 -4.2311 -3.0572
C -1.5430 -7.5962 -2.5784
H -2.9576 -6.4826 -0.5397
H -1.8295 -5.1353 -0.2459
H -1.2804 -6.7766 0.0150
H -3.4005 -5.7029 -2.9193
H -2.5297 -4.2560 -2.4620
H -2.5842 -4.4724 -4.9745
H -1.7735 -6.0003 -4.7171
H -0.7278 -3.3630 -3.7391
H -0.0723 -4.0695 -5.1546
H 0.1381 -6.8913 -4.7294
H 1.5593 -5.9702 -5.0541
H 1.6126 -7.0797 -3.7839
H 2.0480 -3.7565 -3.9911
H 1.4546 -3.4762 -2.3045
H 2.5278 -4.7925 -2.6020
H -2.5395 -7.9670 -2.3464
H -0.8470 -8.2539 -2.0366
H -1.3529 -7.7454 -3.6378
H 1.0591 -6.9361 -2.0171
C -1.3534 2.8914 -6.0192
C -1.0722 2.5948 -4.5476
C 0.4029 2.7772 -4.2613
C 0.6151 2.7340 -2.7373
C -0.1009 3.9354 -2.1578
C -1.6233 3.8642 -2.3978
N -1.7996 3.6584 -3.8358
O -3.1799 3.4256 -4.0665
C -2.2392 2.7450 -1.4775
C -2.3260 5.1744 -2.0347
C -1.5851 1.1574 -4.2737
H -1.1236 3.9511 -6.1732
H -2.4260 2.8122 -6.2624
H -0.7005 2.3004 -6.6665
H 0.9891 2.0795 -4.8541
H 0.7403 3.7578 -4.6174
H 1.6785 2.7535 -2.4948
H 0.1430 1.8354 -2.3312
H 0.2885 4.8225 -2.6621
H 0.1019 4.0825 -1.0939
H -3.3082 2.6011 -1.6665
H -1.7491 1.7787 -1.5231
H -2.2063 3.1168 -0.4514
H -3.4175 5.0810 -2.1313
H -2.1736 5.4141 -0.9807
H -1.9558 5.9623 -2.6734
H -1.3931 0.8254 -3.2565
H -1.0966 0.4806 -4.9916
H -2.6389 1.0715 -4.5300
H -3.4459 2.7225 -3.4551
C 1.6411 -4.1113 1.6613
C 0.5640 -4.2739 2.7245
O -0.0293 -2.9530 2.9321
H 1.3758 -3.6618 0.7046
H 2.1458 -5.0556 1.4523
H 2.3762 -3.4996 2.1933
H 0.9666 -4.6319 3.6912
H -0.2505 -4.8842 2.3462
H -0.5665 -2.9386 3.7622
C 4.7928 1.5324 5.1905
C 3.6165 1.0941 4.3382
C 2.5360 0.7138 5.3412
O 2.7842 -0.4039 6.1530
C 2.7443 -1.6120 5.5175
N 3.0918 2.2847 3.6851
H 4.6287 2.4433 5.7288
H 5.6489 1.7193 4.5331
H 5.1307 0.7184 5.8417
H 3.9040 0.2637 3.6390
H 1.6079 0.5176 4.7569
H 2.2949 1.5670 5.9865
H 3.5600 -1.5925 4.8014
H 1.8454 -1.8596 4.9218
H 2.9021 -2.4119 6.2511
H 2.3420 1.9876 3.0442
H 3.8170 2.6537 3.0548
C 0.9054 5.1403 1.4637
C 1.8548 6.3059 1.2512
C 2.1588 6.5129 -0.1932
O 2.7334 5.3818 -0.7321
C 3.3789 5.5945 -1.9934
N 1.3176 7.4696 1.8783
H 1.3867 4.2064 1.1702
H -0.0233 5.3172 0.9144
H 0.6251 5.0337 2.5083
H 2.7957 6.0825 1.7545
H 2.7773 7.4211 -0.2990
H 1.2219 6.6560 -0.7541
H 2.5568 5.8716 -2.6787
H 3.7830 4.6812 -2.3978
H 4.1843 6.3402 -1.9208
H 1.8976 8.2996 1.8446
H 0.4144 7.7620 1.5284
C -4.6531 -1.3523 -1.5285
C -5.1224 -0.5656 -0.3283
C -4.0382 -0.0851 0.5276
O -4.6729 0.5158 1.6274
C -3.8838 1.5406 2.2216
N -5.8909 0.5918 -0.8016
H -4.1168 -2.2462 -1.2193
H -3.9182 -0.6954 -2.0175
H -5.3734 -1.5929 -2.2936
H -5.7044 -1.2169 0.3509
H -3.4409 0.6535 -0.0241
H -3.3049 -0.8741 0.7953
H -4.5532 2.1170 2.8595
H -3.6153 2.2026 1.3801
H -2.9574 1.1949 2.6894
H -6.5696 0.2522 -1.4654
H -6.2802 1.0855 -0.0062
C 5.7121 0.9835 0.9369
C 5.3744 2.2102 0.1293
C 5.0689 1.6130 -1.2474
O 3.9669 0.7396 -1.2660
C 3.5830 0.4061 -2.5408
N 4.3506 3.0017 0.7210
H 6.0858 1.3279 1.9071
H 6.6075 0.5043 0.5288
H 4.8431 0.3373 1.0835
H 6.2564 2.8358 0.0256
H 5.9913 1.1180 -1.6088
H 4.9040 2.4014 -1.9964
H 3.3025 1.2893 -3.1538
H 2.6802 -0.2149 -2.5660
H 4.3319 -0.1785 -3.1132
H 3.4867 2.4533 0.7807
H 4.0734 3.8123 0.1549
C -3.6533 -2.6390 3.4623
C -2.7167 -1.9673 4.3861
C -3.4366 -1.0622 5.3481
O -2.5660 -0.4078 6.2900
C -1.9071 0.7442 5.7691
N -1.7608 -2.8341 5.0881
H -4.2877 -1.8830 2.9932
H -4.3427 -3.3451 3.9275
H -3.0751 -3.1667 2.7006
H -2.1309 -1.3244 3.7241
H -4.2744 -1.5678 5.8384
H -3.9518 -0.2670 4.7711
H -1.2967 0.6197 4.8716
H -1.2929 1.0390 6.6401
H -2.5604 1.5868 5.5878
H -2.1758 -3.7518 5.2697
H -1.5280 -2.4922 6.0242
C -0.3948 1.0154 1.9710
C 0.7406 0.2911 1.2849
C 0.3070 -0.8531 0.3841
O -0.5787 -0.3268 -0.6481
C -1.0187 -1.4633 -1.3647
N 1.5973 1.2202 0.5164
H 0.0009 1.7727 2.6361
H -0.9537 0.2887 2.5652
H -1.0856 1.4681 1.2791
H 1.3557 -0.1606 2.1084
H -0.2200 -1.5848 1.0104
H 1.1535 -1.2933 -0.1583
H -0.3193 -2.1514 -1.8451
H -1.6801 -1.0886 -2.1502
H -1.7435 -1.9462 -0.7061
H 2.3954 0.6974 0.1647
H 1.0749 1.6075 -0.2643
*
```

Computed properties:
HOMO = -8.655 eV
SMILES string = CC1(C)CCCC(C)(C)N1O.CC1(C)CCCC(C)(C)N1O.COC[C@H](C)N.COC[C@H](C)N.COC[C@H](C)N.COC[C@H](C)N.COC[C@H](C)N.COC[C@H](C)N.CCO
LUMO energy = 0.482 eV
E = -77754.81180 eV